Entry P
A 2-piece molecular cluster, C7H16N2 overall, computed with ωB97M-V/def2-TZVPD.

The geometry in XYZ format:
```
25
Properties=species:S:1:pos:R:3
C -1.402 -1.499 -0.357
C -1.831 -0.115 -0.702
C -1.949 0.887 0.181
N -1.690 0.769 1.551
N -2.362 2.175 -0.186
H -0.325 -1.499 -0.058
H -1.564 -2.170 -1.197
H -1.953 -1.889 0.503
H -1.954 0.116 -1.750
H -2.326 1.311 2.120
H -1.643 -0.191 1.858
H -2.284 2.347 -1.178
H -1.912 2.904 0.352
C 2.115 -1.742 -0.203
C 1.754 -0.406 0.406
C 2.567 0.781 -0.026
C 1.118 0.775 -0.382
H 1.487 -2.538 0.194
H 2.002 -1.710 -1.285
H 3.146 -2.004 0.037
H 1.531 -0.452 1.466
H 3.279 0.631 -0.828
H 2.907 1.486 0.723
H 0.818 0.587 -1.402
H 0.471 1.444 0.163
```

Results
**LUMO level**: 1.1 eV
**Orbital gap**: 8.5 eV
**Net charge**: 0
**SMILES string**: CC=C(N)N.CC1CC1


Entry Q
C7H16N2 as an isolated structure, computed with ωB97M-V/def2-TZVPD.

The geometry in XYZ format:
```
25
Properties=species:S:1:pos:R:3
C 1.736 -0.847 -0.072
C 3.166 -0.374 0.140
C 0.758 0.627 0.238
N 0.837 1.061 1.449
H 0.085 0.841 2.097
H 1.207 1.188 -0.582
H 1.600 -1.173 -1.104
H 1.468 -1.625 0.640
H 3.466 0.367 -0.603
H 3.871 -1.206 0.067
H 3.288 0.095 1.116
C -1.104 1.098 -1.817
C -1.882 -1.524 0.879
C -1.151 0.536 -0.410
N -1.921 1.381 0.457
C -1.284 -0.869 -0.309
H -2.094 0.973 1.367
H -1.395 2.229 0.642
H -1.217 -1.457 -1.213
H -1.959 0.758 -2.400
H -0.199 0.742 -2.314
H -1.082 2.189 -1.829
H -2.922 -1.214 1.031
H -1.321 -1.190 1.768
H -1.951 -2.605 0.764
```

Results
**LUMO level (spin up / spin down)**: -0.4 / -0.4 eV
**Orbital gap (spin up / spin down)**: 6.6 / 6.7 eV
**Net charge**: 0


Entry R
A 2-piece molecular cluster, C7H16N2 overall, computed with ωB97M-V/def2-TZVPD.

The geometry in XYZ format:
```
25
Properties=species:S:1:pos:R:3
C -0.876 -0.179 1.835
N -0.498 0.439 0.580
C -0.598 1.886 0.596
C 0.735 -0.327 -0.419
C 0.134 -1.571 -1.054
C 1.324 0.611 -1.457
C 1.826 -0.708 0.575
H -0.493 0.378 2.691
H -1.967 -0.194 1.966
H -0.573 -1.220 1.898
H -1.055 2.210 -0.345
H -1.238 2.283 1.387
H 0.378 2.366 0.623
H -0.412 -1.322 -1.959
H 0.938 -2.200 -1.449
H -0.412 -2.162 -0.320
H 0.616 0.827 -2.251
H 2.217 0.148 -1.889
H 1.686 1.538 -1.018
H 2.673 -1.134 0.033
H 2.157 0.165 1.134
H 1.503 -1.476 1.275
C -2.479 -0.117 -0.647
N -2.343 0.404 -1.693
H -3.243 -0.645 -0.093
```

Results
**LUMO level (spin up / spin down)**: 0.9 / 0.9 eV
**Orbital gap (spin up / spin down)**: 8.6 / 8.6 eV
**Net charge**: 0
**SMILES string**: CN(C)C(C)(C)C.C#N


Entry S
A 3-piece molecular cluster, C7H16N2 overall, computed with ωB97M-V/def2-TZVPD.

The geometry in XYZ format:
```
25
Properties=species:S:1:pos:R:3
C -1.438 1.511 -0.507
C 2.466 -1.859 -0.183
C 0.044 -0.492 1.560
C -1.488 2.388 0.700
C -2.610 0.616 -0.747
C 0.704 -0.032 -0.977
C 0.418 -0.250 0.181
N 1.019 0.200 -2.246
N 2.627 -2.651 0.965
H -1.006 1.964 -1.394
H 0.781 -0.494 -2.937
H 1.839 0.750 -2.447
H 2.890 -2.151 1.803
H 1.875 -3.299 1.154
H 3.261 -1.140 -0.344
H 2.158 -2.411 -1.064
H 0.268 0.382 2.175
H -1.029 -0.683 1.639
H 0.582 -1.351 1.971
H -0.558 2.947 0.842
H -3.560 1.172 -0.879
H -1.674 1.812 1.616
H -2.305 3.135 0.655
H -2.478 -0.001 -1.639
H -2.786 -0.062 0.100
```

Results
**LUMO level (spin up / spin down)**: 0.9 / 0.9 eV
**Orbital gap (spin up / spin down)**: 6.6 / 7.1 eV
**Net charge**: 0


Verdict on stability: entry P comes out on top.


Entry P
C7H16N2 as an isolated structure, computed with ωB97M-V/def2-TZVPD.

The geometry in XYZ format:
```
25
Properties=species:S:1:pos:R:3
C 1.488 0.091 -0.084
C 2.334 -0.452 -1.215
C 1.263 1.586 -0.166
N 1.954 -0.294 1.184
H -0.550 0.148 -0.157
H 1.450 0.109 1.965
H 2.386 -1.207 1.270
H 1.917 -0.163 -2.182
H 3.360 -0.069 -1.154
H 0.602 1.938 0.632
H 0.807 1.862 -1.118
H 2.211 2.126 -0.062
H 2.393 -1.542 -1.181
C -2.507 0.046 1.336
C -2.003 0.205 -0.050
C -0.135 -1.099 -0.316
C -2.677 0.529 -1.142
N -0.201 -2.100 0.491
H 0.044 -1.848 1.451
H -0.290 -1.229 -1.385
H -1.975 0.720 2.016
H -3.573 0.282 1.419
H -2.357 -0.985 1.672
H -3.745 0.745 -1.109
H -2.197 0.602 -2.114
```

Results
**LUMO level**: 0.8 eV
**Orbital gap**: 8.1 eV
**Net charge**: 0


Entry Q
One molecule with the formula C7H16N2, computed with ωB97M-V/def2-TZVPD.

The geometry in XYZ format:
```
25
Properties=species:S:1:pos:R:3
C -0.103 2.338 2.140
C -0.938 1.672 1.356
C -0.609 0.880 -0.211
N 0.298 1.699 -0.972
C -0.034 -0.435 0.149
C -0.912 -1.340 0.994
N 1.295 -0.366 0.563
C -0.151 -0.984 -1.609
C 0.974 -1.948 -1.935
H -0.399 2.796 3.078
H 0.958 2.389 1.917
H -1.989 1.631 1.637
H -1.619 0.817 -0.613
H 1.008 2.103 -0.373
H -0.191 2.439 -1.463
H -0.885 -1.018 2.035
H -0.563 -2.370 0.920
H -1.944 -1.299 0.656
H 1.611 0.496 0.989
H 1.714 -1.236 0.853
H -1.120 -1.483 -1.643
H -0.199 -0.217 -2.381
H 1.052 -2.737 -1.186
H 0.822 -2.408 -2.915
H 1.924 -1.417 -1.983
```

Results
**LUMO level**: 1.0 eV
**Orbital gap**: 9.0 eV
**Net charge**: 0
**SMILES string**: C=C[C@@H](N)[C@](C)(N)CC


Verdict on stability: entry Q comes out on top.


Entry P
A 2-piece molecular cluster, C3H8FN overall, computed with ωB97M-V/def2-TZVPD.

The geometry in XYZ format:
```
13
Properties=species:S:1:pos:R:3
C 1.286 -0.980 -0.011
C 0.027 -0.277 -0.020
C -0.033 1.063 0.548
N -0.991 -0.814 -0.539
H 1.643 -1.610 -0.853
H 2.241 -0.374 0.157
H 1.360 -1.780 0.902
H 0.836 1.364 1.235
H -0.913 1.396 1.053
H 0.037 1.962 -0.130
H -0.791 -1.573 -1.110
F -2.513 1.159 -0.887
H -2.189 0.463 -0.347
```

Results
**LUMO level**: 0.8 eV
**Orbital gap**: 11.1 eV
**Net charge**: 0
**SMILES string**: CC(C)=N.F


Entry Q
A 2-piece molecular cluster, C3H8FN overall, computed with ωB97M-V/def2-TZVPD.

The geometry in XYZ format:
```
13
Properties=species:S:1:pos:R:3
C -0.655 -0.888 -0.787
C 0.772 1.081 -0.131
C -0.125 -0.014 0.292
N -0.406 -0.234 1.563
F 1.809 -1.416 0.646
H 0.354 -1.543 -0.958
H -1.397 -1.543 -0.394
H -1.018 -0.269 -1.694
H 1.164 0.762 -1.109
H 1.695 1.184 0.619
H 0.241 2.097 -0.263
H -1.156 -0.988 1.770
H 0.368 -0.419 2.225
```

Results
**LUMO level**: -0.2 eV
**Orbital gap**: 8.7 eV
**Net charge**: 0


Verdict on stability: entry P comes out on top.


Entry P
C2H3IN2O as an isolated structure, computed with ωB97M-V/def2-TZVPD.

The geometry in XYZ format:
```
9
Properties=species:S:1:pos:R:3
C 0.026 1.043 0.505
C 0.653 0.067 -0.408
N -1.593 -1.200 1.065
N -0.041 -0.248 -1.481
O -1.045 -0.288 1.564
I 0.651 -1.643 -2.690
H 0.597 1.191 1.400
H -0.822 1.578 0.222
H 1.574 -0.500 -0.176
```

Results
**LUMO level (spin up / spin down)**: -0.4 / -0.8 eV
**Orbital gap (spin up / spin down)**: 7.6 / 8.1 eV
**Net charge**: 0


Entry Q
C2H3IN2O as an isolated structure, computed with ωB97M-V/def2-TZVPD.

The geometry in XYZ format:
```
9
Properties=species:S:1:pos:R:3
C 0.296 0.043 -1.137
C 1.154 -0.094 -0.151
N -0.672 -0.785 -1.693
N -0.922 0.117 -2.521
O 0.026 1.039 -2.068
I -1.458 0.167 2.729
H 1.272 -0.984 0.473
H 1.838 0.752 0.136
H -1.533 -0.255 4.232
```

Results
**LUMO level**: -0.4 eV
**Orbital gap**: 9.8 eV
**Net charge**: 0


Verdict on stability: entry Q comes out on top.


Entry P
A 2-piece molecular cluster, C5H14O overall, computed with ωB97M-V/def2-TZVPD.

The geometry in XYZ format:
```
20
Properties=species:S:1:pos:R:3
C -1.185 2.039 -0.307
C 0.125 2.167 -1.094
C 0.248 1.311 -2.399
H -0.960 1.964 0.757
H -1.726 1.117 -0.533
H -1.870 2.844 -0.552
H 0.351 3.243 -1.125
H 1.039 1.912 -0.540
H -0.250 1.957 -3.123
H 1.320 1.224 -2.553
H -0.211 0.335 -2.301
C -0.630 -2.342 1.757
C 0.703 -1.934 1.177
O 1.735 -2.400 2.046
H -0.793 -1.751 2.656
H -0.537 -3.378 2.107
H -1.476 -2.399 1.084
H 0.833 -2.259 0.144
H 0.820 -0.843 1.192
H 2.462 -2.810 1.606
```

Results
**LUMO level**: 0.9 eV
**Orbital gap**: 11.2 eV
**Net charge**: 0
**SMILES string**: CCC.CCO


Entry Q
A 2-piece molecular cluster, C5H14O overall, computed with ωB97M-V/def2-TZVPD.

The geometry in XYZ format:
```
20
Properties=species:S:1:pos:R:3
C -0.619 -1.440 1.488
C -0.037 -0.032 1.501
C 0.327 0.473 2.877
O 1.170 -0.026 0.676
H -0.185 -2.016 0.669
H -1.704 -1.448 1.487
H -0.264 -2.046 2.340
H -0.634 0.596 0.855
H 0.085 1.531 3.033
H -0.242 0.065 3.713
H 1.394 0.442 3.072
H 1.908 -0.278 1.243
C -0.294 0.888 -2.246
C -0.052 0.148 -3.549
H 0.536 0.691 -1.569
H -0.315 1.972 -2.280
H -1.137 0.534 -1.648
H 0.858 0.510 -4.013
H -0.818 0.348 -4.305
H 0.020 -0.911 -3.345
```

Results
**LUMO level**: 1.0 eV
**Orbital gap**: 11.2 eV
**Net charge**: 0
**SMILES string**: CC(C)O.CC


Verdict on stability: entry Q comes out on top.